DFT (ωB97M-V/def2-TZVPD) results for one molecule with the formula H2N2O2S2 at a distorted geometry.

Frontier orbital gap (eV): 8.85
2S+1: 1
Max |F| (Eh/bohr): 0.0663
Energy relative to the best compared isomer or geometry (same formula, charge and spin) (eV): 0.402

Each line ends with the natural charge from an NBO analysis.
Element x y z (Å)
1 N -1.070 0.103 -1.129  -0.99
2 N 1.473 0.048 0.554  -1.04
3 O 0.720 -1.997 -0.742  -0.88
4 O -2.258 0.825 0.922  -0.90
5 S 0.158 -0.932 0.058  1.56
6 S -2.313 0.788 -0.524  1.43
7 H 0.971 0.950 0.942  0.40
8 H 2.319 0.214 -0.082  0.42